1.
20
Properties=species:S:1:pos:R:3:forces:R:3 method="wB97M-V/def2-TZVPD" lumo_energy_ev="-9.7 / -11.6" s_squared=0.76 spin_multiplicity=2 total_charge=+2
C -0.0124 0.0509 2.8374 0.0 1.0 0.2
C -0.0140 0.4940 4.1552 0.0 0.1 -0.7
Cu 0.0000 0.0000 0.0000 0.0 3.4 1.2
O -0.0008 -1.4163 -2.5983 0.0 2.0 4.1
C 0.0118 2.2746 2.0167 0.0 -0.6 0.9
C -1.5747 -0.7798 0.4262 -7.6 -3.1 2.1
C 0.0106 2.7603 3.3359 0.0 0.4 0.0
H -0.0036 2.2109 5.4307 0.0 0.2 -0.1
O -2.5777 -1.2763 0.6980 4.2 2.0 -1.1
H -0.0241 -0.2210 4.9704 0.0 0.0 -0.1
Cl 0.0252 4.4832 3.6520 0.0 -1.2 -0.4
C -0.0006 -0.8667 -1.5900 0.0 -2.8 -7.5
O 2.5482 -1.3229 0.7195 -4.1 2.1 -1.1
H -0.0214 -1.0162 2.6514 0.0 0.1 -0.3
H 0.0221 2.9665 1.1921 0.0 -0.1 -0.2
C 1.5567 -0.8081 0.4395 7.6 -3.2 2.1
C -0.0025 1.8597 4.4065 0.0 0.1 -0.2
C 0.0186 2.7295 -1.4418 0.0 3.3 -1.9
O 0.0304 3.7406 -1.9930 0.0 -3.7 2.1
N 0.0004 0.9318 1.7868 0.0 0.2 1.0

2.
86
Properties=species:S:1:pos:R:3:forces:R:3 method="wB97M-V/def2-TZVPD" lumo_energy_ev=1.4 e_above_lowest_ev=6.372 total_charge=-1
H 7.9509 2.8084 -6.5515 -0.1 0.1 -0.2
H -2.8032 1.3982 1.4425 0.2 0.2 -0.4
H -0.1901 -3.8987 -8.8734 -0.2 0.1 -0.1
H 5.3183 6.9267 6.9738 0.2 -0.1 0.0
H -7.1838 4.7555 -1.9415 0.0 -0.1 -0.2
C -0.1701 -1.0781 -1.1515 0.4 1.6 1.1
O 0.3171 -4.5303 -8.3634 0.0 -0.3 0.0
H 1.9685 -1.0663 1.5732 0.2 -0.2 -0.1
H 2.0979 1.7386 -7.4625 0.1 -0.2 0.0
H -1.2259 1.7213 3.6773 0.1 -0.1 0.3
H -0.7302 2.6836 2.2943 -0.8 0.0 -0.4
H 2.6066 -0.4924 -1.1906 0.0 -0.7 0.0
H 6.2164 4.2660 3.1039 -0.2 0.1 -0.2
C -0.5680 1.7363 2.8084 -0.3 2.5 -0.2
H 0.4917 -0.3279 3.3316 0.1 -0.4 0.2
H 2.7108 0.4392 0.2902 -0.2 0.0 0.2
H -7.5651 0.0804 6.9594 -0.2 0.1 -0.1
H 4.1362 6.2843 -0.9213 0.1 0.0 -0.2
H -10.1802 -0.2029 -0.9138 -0.2 0.1 -0.2
C -0.3538 -0.6610 2.7298 -0.6 -0.1 -1.7
H 1.9664 1.0630 -1.1600 -0.6 0.2 0.2
C -2.3258 0.4221 1.5295 0.1 0.9 0.5
H -2.8809 -0.0389 2.3464 0.0 -0.5 0.1
H 5.9461 -1.6371 -7.5579 0.1 -0.2 0.2
O -7.1668 5.0364 -1.0266 -0.2 0.2 0.1
N 0.0519 0.7298 0.6859 -0.1 1.0 0.5
O -4.4816 -4.6542 6.4630 0.0 -0.3 0.1
H -8.8936 -0.9426 -0.6145 0.2 -0.1 -0.1
H 8.3295 1.7092 -5.5818 0.0 -0.2 0.1
H 8.0761 -2.5404 0.8292 -0.3 0.1 0.1
H 5.7941 -8.1152 0.3087 0.1 0.0 -0.2
H -1.1957 -1.0023 3.3322 0.1 0.3 0.5
H -1.8533 -0.5477 9.8032 -0.1 0.2 -0.1
H -0.3582 -7.6482 -6.0488 0.1 0.3 -0.1
O 5.2225 -8.2328 1.0674 -0.1 -0.2 0.0
C -0.8138 0.5912 1.8994 0.7 -2.4 -1.5
O -0.4408 1.8608 -0.1292 0.7 -1.9 0.6
H -0.4033 -0.2996 -1.8780 0.3 -0.1 -0.3
O 5.2822 -1.0634 -7.9404 -0.2 0.1 0.1
H 1.4595 -2.3329 0.3550 0.6 -0.1 0.1
H -0.1574 -9.1169 -5.7411 0.1 -0.2 0.0
O -6.8876 -0.4305 7.4022 0.0 -0.2 0.1
H 0.4696 1.9648 3.0520 0.3 -1.1 0.4
H -4.9438 -3.9128 6.8542 -0.1 0.2 0.1
O -1.4584 -1.3702 10.0925 -0.1 -0.2 0.1
H 1.4595 2.8840 -6.7058 -0.1 0.1 0.2
H -3.2984 -8.1175 0.8665 0.2 0.1 -0.1
H -3.3655 4.9808 -5.5880 -0.1 -0.2 -0.1
H -2.5010 -0.1013 0.5896 0.2 -0.1 0.1
O -9.5435 -0.3629 -0.2172 -0.1 0.1 0.2
O -4.2219 -8.3614 0.9290 -0.2 0.0 -0.2
H 3.1043 5.5586 -0.0846 -0.3 -0.2 0.0
H -1.1336 -1.2545 -0.6733 0.0 -0.7 -0.2
H -2.3481 5.3310 -4.5232 0.1 -0.1 0.3
H -6.1516 0.1747 7.4932 0.2 0.1 0.0
C 1.1707 -1.4634 0.9455 -1.0 -0.7 0.3
H -3.9065 -4.2595 5.8075 0.2 0.1 -0.2
H -3.4154 9.9889 2.1782 -0.2 0.1 0.0
H 1.0027 -4.0076 -7.9475 0.2 0.1 0.1
H -2.5218 8.7683 2.1191 0.1 -0.3 0.0
O -2.7711 5.6772 -5.3089 0.0 0.2 -0.2
O 4.4017 7.1952 6.9107 -0.1 0.2 0.1
H 5.6441 -0.8106 -8.7898 0.0 0.1 -0.2
O 8.1676 2.6512 -5.6324 0.1 0.2 0.1
H 0.3464 -1.9436 -1.5665 -0.4 -0.1 -0.2
O -5.4515 -0.5192 -5.8943 -0.2 0.2 0.0
H -0.8330 -2.2511 1.2980 0.0 0.0 0.0
C 0.7149 -0.4183 -0.0257 -0.3 2.1 -0.4
C 2.0481 0.1746 -0.5338 0.1 0.4 -1.2
H -4.9503 -0.4820 -6.7089 0.1 0.1 -0.2
H 9.0166 -3.3159 -0.0685 0.0 -0.1 -0.2
H -5.4020 -1.4360 -5.6236 0.0 -0.2 0.1
H -6.3795 4.6294 -0.6652 0.2 -0.1 0.1
H 7.4644 3.6061 3.6506 0.2 0.0 0.0
O -0.8009 -8.4111 -5.6771 -0.2 -0.1 0.1
H 3.9752 6.4829 6.4342 -0.1 -0.2 -0.2
H 5.2883 -7.4074 1.5478 0.0 0.2 0.2
O 3.9348 6.0301 -0.0207 0.2 0.1 0.2
O 1.5161 2.4901 -7.5764 -0.1 0.1 -0.3
O 8.9980 -2.7737 0.7202 0.2 0.0 0.1
O 6.5132 3.6305 3.7552 -0.1 -0.1 0.2
O -2.5007 9.7245 2.0805 0.2 0.2 0.0
H 0.3548 -2.5956 2.5837 0.0 -0.7 -0.3
C 0.0337 -1.8690 1.8374 0.0 0.8 1.7
H -0.5179 -1.1928 10.1071 0.2 0.0 0.0
H -4.3219 -8.6961 1.8202 -0.1 -0.1 0.2

3.
89
Properties=species:S:1:pos:R:3:forces:R:3 method="wB97M-V/def2-TZVPD" lumo_energy_ev=2.0 e_above_lowest_ev=0.720 total_charge=-1
C -0.0828 0.9469 0.3211 -1.5 0.8 -0.5
H 0.5832 -1.9500 -3.3457 -0.5 0.3 0.0
O 1.4217 -5.2146 -1.6839 -0.1 -0.1 0.1
O -1.4849 -0.9714 5.0574 0.2 0.2 0.3
N 0.5612 -0.0381 -0.5184 -0.1 -1.6 1.3
O -4.7130 -0.7098 0.6761 -0.1 0.3 0.0
H -1.8634 1.0974 5.5940 -0.1 0.1 -0.4
H -3.5984 -1.2976 2.3757 -0.1 -0.2 0.1
C 0.2775 2.3892 -0.0732 1.0 0.2 -0.2
C 0.2112 0.7552 1.8009 1.1 -0.9 -0.3
O 0.0513 -3.0461 3.8749 0.6 0.2 0.1
H -0.9252 -0.4729 5.6635 0.2 -0.3 -0.1
O 3.9337 3.4910 0.0940 0.1 0.0 -0.2
H -0.4659 -3.0317 1.8719 -0.2 0.2 -0.2
H -2.0894 0.1079 0.8766 0.5 -0.7 -0.4
H -1.5907 -0.4500 -3.0405 -0.2 -0.3 0.0
H -1.5843 -2.0714 -5.6243 0.1 0.0 0.1
H 4.0559 2.5501 0.3189 0.0 0.1 0.1
H 3.2124 3.5081 -0.5500 0.0 -0.2 0.3
O 2.7175 0.4461 -5.4200 -0.1 0.2 0.1
H 0.4476 -2.3579 -1.5786 0.1 -0.3 -0.3
H 3.0374 3.3788 -3.3152 -0.1 0.0 0.1
H -0.4960 1.3246 2.3967 0.1 0.1 0.2
H -4.8167 -0.2517 -0.1716 -0.1 -0.2 0.1
H -2.9598 -0.9462 3.7238 -0.1 -0.2 0.1
H 1.3601 2.4278 -0.2229 0.0 -0.1 0.0
H -1.5139 2.8708 -4.0622 -0.1 -0.1 -0.1
H 0.9582 -2.6359 3.7836 -0.4 -0.2 -0.2
H 4.5930 -1.4118 -1.7201 -0.1 0.0 0.0
O -0.9369 -2.8801 1.0358 0.1 -0.1 0.1
H 1.8415 3.0692 5.3660 0.0 0.1 0.0
H -2.2666 -4.6787 -2.3369 0.0 0.1 0.1
O -0.6403 -1.8904 -5.5535 -0.1 -0.1 -0.1
O 2.0821 -2.6865 0.5735 0.1 0.1 -0.1
O -5.5613 0.0042 -2.0276 -0.1 0.0 -0.2
H 3.4861 -0.3741 -1.9108 0.2 0.2 0.5
H 3.4702 1.0130 -5.2248 0.0 -0.1 0.1
H 1.5866 1.2073 -2.6221 0.0 -0.2 0.2
O 4.0889 0.7842 1.2213 -0.3 0.0 0.3
H 0.6163 0.3885 -3.8898 -0.2 -0.1 0.0
H -0.4345 -2.1731 0.6029 0.0 0.1 -0.1
H -1.3166 -3.6130 -2.8843 -0.1 0.1 0.2
O 4.4508 -0.5030 -1.9977 -0.2 0.0 -0.2
O 2.9855 3.9110 -2.5150 0.2 0.2 -0.3
H -0.9030 -1.6758 4.7108 -0.2 -0.1 -0.1
H -1.8266 5.0621 5.0834 0.1 0.1 0.0
H -0.1602 2.6956 -1.0241 -0.2 0.0 0.1
H -1.4402 3.6180 4.7508 0.2 0.4 -0.2
H 0.4414 3.6976 5.4550 0.5 0.3 0.2
H -2.8344 3.6079 -3.8749 0.0 0.0 0.0
O 1.9544 -0.0739 -0.3158 0.3 -0.3 -0.3
H 0.1518 -0.3110 2.0533 -0.4 0.1 0.0
H 0.2247 -3.9925 3.8972 -0.2 0.0 0.1
H -3.1653 0.4428 -1.3570 0.1 -0.1 0.6
C 0.1573 -0.3120 -1.8814 0.3 0.7 -0.8
H -0.0951 1.6203 -2.8789 0.0 0.0 0.1
C -1.6098 0.7925 0.1699 -1.3 1.3 0.3
C -2.0915 0.6493 -1.2561 -0.6 -0.7 -0.6
H 2.2476 -5.6111 -1.3906 -0.1 0.0 0.0
C 0.6093 0.7830 -2.8703 -0.2 0.5 -0.3
H 1.9999 -1.7771 0.1573 0.1 0.6 -0.1
H -2.0437 1.5927 -1.8132 0.6 0.0 0.1
H 0.9079 -5.0852 -0.8752 0.1 0.2 -0.1
H 2.0864 0.6148 -4.7019 0.3 -0.1 -0.2
O 2.4211 -1.9942 3.2204 0.0 0.2 -0.1
O 1.3132 3.6784 5.8923 -0.2 -0.2 -0.1
H -5.1361 -0.5791 -2.6668 0.0 0.0 0.1
H 1.8711 -1.5860 -2.2440 0.0 0.0 0.0
C -1.3644 -0.4745 -1.9690 0.6 0.5 -0.2
H -2.3178 2.3854 6.2703 0.1 -0.1 0.1
O -3.7898 -1.2469 3.3240 0.2 0.3 -0.2
C 0.7842 -1.6302 -2.3249 0.5 -0.3 0.9
H 3.1416 -2.6316 3.1911 0.0 0.1 0.0
H -6.1067 0.5978 -2.5527 0.1 0.0 0.0
H 3.1654 0.5424 0.9725 0.1 0.0 -0.4
H 2.2201 -1.8477 2.2670 0.2 -0.3 0.3
H 2.8125 -3.0924 0.0970 -0.1 0.0 0.0
H 3.9040 4.0144 -2.2266 -0.1 -0.1 0.0
H -4.8417 -0.0254 1.3436 0.0 -0.1 0.0
H 1.2541 1.0091 2.0111 -0.2 0.4 0.2
O -2.2513 -3.7978 -2.7254 0.1 -0.1 -0.3
H -2.1007 1.7277 0.4983 0.5 0.1 0.2
H 0.0724 3.1421 0.6908 -0.3 -0.2 0.1
O -1.5965 2.0137 5.7485 -0.3 -0.1 0.2
O -2.3496 3.0642 -4.5042 0.0 0.1 0.1
O -1.1416 4.5470 4.6456 -0.4 -0.5 0.0
H -1.6191 -1.4473 -1.5453 -0.3 0.0 0.0
H 4.6007 0.0192 0.9452 0.0 0.1 -0.2
H -0.2457 -2.7418 -5.3365 0.0 0.0 0.0

no.,electronic energy (hartree)
1,-2800.998613
2,-1935.893115
3,-2012.534114